No. 1
{
  "formula": "C18H27B2Br48FNO5P",
  "method": "ωB97M-V/def2-TZVPD",
  "e_tot_ha": -125176.6494,
  "homo_ev": -9.88,
  "symbols": ["N", "B", "O", "P", "O", "C", "C", "F", "O", "B", "O", "O", "H", "H", "H", "H", "H", "H", "H", "H", "H", "H", "H", "C", "Br", "Br", "Br", "H", "C", "Br", "Br", "Br", "H", "C", "Br", "Br", "Br", "H", "C", "Br", "Br", "Br", "H", "C", "Br", "Br", "Br", "H", "C", "Br", "Br", "Br", "H", "C", "Br", "Br", "Br", "H", "C", "Br", "Br", "Br", "H", "C", "Br", "Br", "Br", "H", "C", "Br", "Br", "Br", "H", "C", "Br", "Br", "Br", "H", "C", "Br", "Br", "Br", "H", "C", "Br", "Br", "Br", "H", "C", "Br", "Br", "Br", "H", "C", "Br", "Br", "Br", "H", "C", "Br", "Br", "Br", "H"],
  "coordinates": [[-6.9417, -0.4090, -1.0406], [-6.5935, -1.5422, -1.9303], [-7.5767, -2.5399, -2.1170], [-4.8929, -1.6003, -2.8197], [-5.4957, -0.3507, -3.9063], [-3.4032, -0.5241, -2.4909], [-3.5278, 0.9551, -2.9461], [-2.4081, 1.6122, -2.3748], [-4.2802, -2.9438, -1.8851], [-4.5562, -2.9115, -0.5069], [-4.1704, -1.9076, 0.4093], [-5.2430, -4.0116, 0.0364], [-6.0413, -0.0074, -0.7649], [-7.3013, -0.8022, -0.1690], [-7.8575, -2.4612, -3.0535], [-4.8028, -2.4443, -3.9737], [-6.3885, -0.0740, -3.6998], [-2.5670, -0.9513, -3.0860], [-3.0549, -0.5089, -1.4465], [-4.4003, 1.4741, -2.5193], [-3.4276, 1.1032, -4.0271], [-3.2243, -2.0037, 0.5425], [-5.5535, -4.5629, -0.7065], [0.1078, 1.4475, -3.9801], [-0.9392, 0.2946, -5.1319], [1.1337, 0.4334, -2.6905], [1.2252, 2.6539, -5.0011], [-0.5926, 2.0570, -3.4216], [2.9852, -0.7601, 1.1961], [2.3888, -1.5765, -0.4529], [2.1950, 0.9883, 1.4544], [2.6863, -1.9127, 2.7189], [4.0558, -0.6159, 1.1116], [4.9826, 1.4501, 3.5675], [4.7568, 1.1120, 5.4574], [5.8124, 3.1669, 3.2385], [5.9302, 0.0054, 2.6990], [3.9918, 1.4874, 3.1299], [-0.2058, -2.5610, 5.7626], [1.0837, -3.9127, 5.2525], [-1.1860, -3.0763, 7.3491], [0.6148, -0.8202, 5.9527], [-0.9243, -2.4828, 4.9566], [5.2202, -4.7155, 3.7237], [6.1182, -3.7671, 2.2974], [4.8773, -3.5622, 5.2392], [3.6039, -5.5794, 3.1027], [5.8906, -5.4957, 4.0600], [0.6106, 3.4985, 5.2144], [-0.4907, 2.3602, 4.1058], [1.6911, 2.4820, 6.4573], [1.7028, 4.6875, 4.1504], [-0.0613, 4.1163, 5.8017], [-7.0668, -7.0265, -2.2601], [-7.3826, -7.2116, -0.3621], [-6.0753, -5.4145, -2.6646], [-6.2131, -8.5967, -3.0046], [-8.0343, -6.9342, -2.7372], [-8.9857, -2.0939, -6.1362], [-10.7898, -2.4415, -6.7374], [-8.8229, -0.3288, -5.3625], [-8.3609, -3.4734, -4.9273], [-8.3463, -2.1229, -7.0097], [-4.1329, -5.0628, -6.7453], [-5.0106, -5.0359, -8.4700], [-4.1936, -3.3309, -5.8783], [-4.8371, -6.4413, -5.5885], [-3.0904, -5.2986, -6.9226], [5.1902, -0.2935, -4.7413], [3.4282, -0.6355, -5.4601], [5.2672, 1.4050, -3.8221], [5.8001, -1.7458, -3.6179], [5.8716, -0.2331, -5.5806], [3.1716, 7.5353, 2.0352], [3.2505, 5.9215, 0.9730], [4.8359, 7.8478, 2.9677], [2.6260, 9.0673, 0.9869], [2.4106, 7.3800, 2.7906], [-0.1844, -4.1182, -3.6875], [0.7831, -3.1308, -5.0389], [-0.6507, -3.0012, -2.1791], [-1.7455, -4.9929, -4.4200], [0.4755, -4.8906, -3.3140], [8.3588, 0.5764, 7.7666], [10.1901, 0.3298, 7.1943], [7.1962, -0.7945, 7.0551], [8.2199, 0.7058, 9.6921], [8.0221, 1.5217, 7.3586], [-2.4431, 6.6953, 5.7607], [-3.5326, 5.5449, 4.6528], [-1.3944, 5.6772, 7.0301], [-1.3330, 7.8719, 4.7005], [-3.1161, 7.3203, 6.3335], [9.0602, 3.1134, -5.6129], [10.9274, 2.8367, -6.0339], [7.9401, 1.7483, -6.4044], [8.7701, 3.2642, -3.7068], [8.7701, 4.0576, -6.0553], [5.9977, 8.0228, 6.9661], [5.4434, 6.3238, 6.2282], [7.0534, 9.0411, 5.7034], [4.4912, 9.0411, 7.6261], [6.6350, 7.8097, 7.8144]],
  "atomic_forces_ev_per_a": [[2.099, -1.917, -0.261], [-2.054, 0.274, 1.371], [1.036, 1.557, -0.331], [0.868, 0.352, -1.402], [-0.122, -0.108, -0.201], [0.212, 0.548, -0.649], [0.098, -0.255, 0.656], [0.029, 0.018, 0.007], [-0.523, 0.754, 1.447], [-0.183, -1.895, 0.427], [-0.215, -0.668, -0.892], [0.565, 1.435, -0.718], [-0.382, 0.512, 0.025], [-0.674, 0.292, -0.245], [0.051, -0.547, 0.574], [-0.036, 0.665, 1.376], [-0.224, 0.246, -0.127], [-0.523, -0.044, 0.401], [-0.441, -0.279, -0.300], [0.230, -0.308, -0.397], [-0.389, -0.153, 0.402], [0.237, 0.371, 0.130], [0.139, 0.148, 0.582], [0.127, 0.113, 0.083], [0.296, 0.128, -0.025], [-0.317, 0.308, -0.259], [-0.115, -0.177, 0.078], [0.066, -0.145, -0.096], [-0.010, -0.188, -0.065], [0.094, -0.062, 0.355], [-0.127, -0.201, -0.167], [-0.125, 0.299, -0.296], [-0.208, -0.016, -0.038], [-0.019, 0.157, 0.163], [0.180, 0.041, -0.438], [-0.108, -0.229, 0.062], [0.224, 0.255, 0.285], [0.167, 0.018, 0.101], [0.040, 0.008, 0.031], [-0.200, 0.185, 0.112], [0.153, 0.076, -0.187], [-0.088, -0.307, 0.028], [0.051, -0.039, 0.056], [-0.038, 0.130, 0.018], [-0.094, -0.160, 0.116], [0.088, -0.135, -0.170], [0.215, 0.077, 0.072], [-0.050, 0.062, -0.034], [-0.042, -0.061, -0.012], [0.187, 0.193, 0.130], [-0.349, 0.263, -0.127], [-0.046, -0.232, 0.066], [0.238, -0.222, -0.238], [-0.043, 0.004, 0.033], [0.103, 0.035, -0.289], [-0.312, -0.390, 0.077], [-0.067, 0.195, 0.093], [0.072, -0.024, 0.027], [-0.129, 0.037, -0.082], [0.256, 0.042, 0.120], [-0.058, -0.269, -0.036], [-0.134, -0.020, -0.620], [-0.006, -0.009, 0.095], [-0.026, 0.018, -0.155], [0.072, 0.005, 0.265], [-0.342, -0.335, -1.005], [0.229, 0.052, -0.587], [-0.064, 0.052, -0.016], [-0.067, 0.059, 0.070], [0.301, 0.049, 0.020], [-0.148, -0.285, -0.014], [-0.112, 0.192, -0.113], [-0.031, -0.009, 0.077], [0.064, -0.009, -0.012], [0.008, 0.198, 0.072], [-0.258, 0.033, -0.234], [0.095, -0.221, 0.128], [0.037, 0.037, -0.062], [-0.008, 0.034, -0.036], [-0.144, -0.218, 0.233], [0.108, -0.168, -0.223], [0.549, -0.176, 0.466], [-0.040, 0.055, -0.053], [-0.018, -0.055, -0.005], [-0.250, 0.010, 0.092], [0.378, -0.031, 0.223], [0.028, -0.038, -0.248], [0.019, -0.071, 0.022], [-0.002, -0.008, -0.184], [0.212, 0.140, 0.156], [-0.292, 0.335, 0.093], [-0.127, -0.199, 0.144], [0.068, -0.057, -0.011], [0.029, -0.031, 0.113], [-0.267, 0.005, 0.069], [0.244, 0.155, -0.020], [0.066, -0.047, -0.271], [0.006, -0.083, 0.019], [-0.078, -0.042, -0.043], [0.078, 0.133, 0.192], [-0.135, -0.119, 0.140], [0.189, -0.130, -0.134], [-0.041, 0.032, -0.066]],
  "lowdin_charge": [0.165, -0.649, -0.010, 0.868, -0.346, -0.217, -0.236, -0.118, -0.206, -0.892, 0.131, 0.113, 0.067, 0.096, -0.067, -0.078, -0.022, 0.025, 0.092, 0.116, 0.073, 0.099, -0.053, -1.559, 0.623, 0.497, 0.566, -0.046, -1.583, 0.538, 0.629, 0.526, -0.112, -1.582, 0.519, 0.570, 0.610, -0.131, -1.598, 0.520, 0.574, 0.526, -0.026, -1.585, 0.557, 0.534, 0.549, -0.028, -1.602, 0.555, 0.531, 0.558, -0.169, -1.542, 0.622, 0.707, 0.575, -0.022, -1.559, 0.590, 0.642, 0.694, -0.022, -1.605, 0.584, 0.614, 0.525, -0.057, -1.607, 0.531, 0.534, 0.571, -0.074, -1.626, 0.543, 0.539, 0.574, -0.062, -1.550, 0.554, 0.609, 0.605, -0.024, -1.621, 0.566, 0.516, 0.562, -0.033, -1.593, 0.579, 0.649, 0.571, -0.030, -1.613, 0.568, 0.572, 0.560, -0.029, -1.613, 0.527, 0.549, 0.566, -0.032]
}

No. 2
{
  "formula": "C4H8O",
  "method": "ωB97M-V/def2-TZVPD",
  "e_tot_ha": -232.3072,
  "homo_ev": [-8.32, -9.48],
  "symbols": ["C", "C", "C", "C", "O", "H", "H", "H", "H", "H", "H", "H", "H"],
  "coordinates": [[-1.2461, 1.0747, 0.8290], [0.2532, -0.2212, -0.8059], [0.8071, -1.5670, -0.6092], [0.1693, 0.7580, 0.3083], [1.0883, 0.3589, 1.1584], [-1.6910, 0.1869, 1.2900], [-1.1311, 1.8431, 1.5988], [-1.9163, 1.4489, 0.0443], [0.1932, 0.1374, -1.8398], [1.8936, -1.5375, -0.7771], [0.4028, -2.2681, -1.3477], [0.6724, -1.8802, 0.4317], [0.5047, 1.6663, -0.2808]],
  "atomic_forces_ev_per_a": [[0.131, -0.057, 0.214], [-0.077, -0.194, -0.524], [0.132, -0.035, 0.034], [-0.734, 0.487, -0.913], [0.429, 0.089, 0.618], [0.092, 0.106, -0.089], [-0.123, -0.066, -0.058], [0.209, -0.087, 0.108], [-0.024, -0.006, 0.281], [-0.078, -0.078, 0.047], [-0.021, 0.050, 0.151], [-0.021, -0.091, -0.200], [0.085, -0.117, 0.332]],
  "lowdin_charge": [-0.036, 0.004, -0.095, -0.627, -0.037, 0.079, 0.077, 0.077, 0.113, 0.099, 0.084, 0.092, 0.170]
}

No. 3
{
  "formula": "C5H10NO",
  "method": "ωB97M-V/def2-TZVPD",
  "charge": 1,
  "e_tot_ha": -326.0441,
  "homo_ev": -14.88,
  "symbols": ["C", "C", "C", "C", "C", "N", "O", "H", "H", "H", "H", "H", "H", "H", "H", "H", "H"],
  "coordinates": [[0.9009, 1.6648, 0.0691], [0.5685, -2.0834, 0.8067], [-0.0438, -1.3361, 1.5353], [1.0069, -3.2760, 0.0597], [-1.6325, 2.4719, -1.1698], [-0.1556, 0.9610, 0.0216], [-1.3839, 1.1921, -0.5140], [0.9635, 2.7097, -0.3238], [1.8007, 1.4154, 0.6409], [0.0116, -0.1012, 0.7849], [-0.4227, -0.9717, 2.4591], [1.8651, -3.0101, -0.6238], [1.4454, -3.8877, 0.7605], [0.1944, -3.7194, -0.5355], [-0.7161, 2.9893, -1.3430], [-2.3130, 2.9586, -0.5674], [-2.0896, 2.0227, -2.0605]],
  "atomic_forces_ev_per_a": [[-0.378, 2.646, -0.611], [-0.574, -1.669, 0.010], [0.566, 0.436, 0.351], [0.320, 2.851, -2.650], [0.627, -2.749, -1.347], [0.925, -1.395, 1.975], [1.620, -0.472, 1.008], [-0.247, -1.032, -0.006], [-0.635, -0.839, -0.200], [-1.002, 0.955, -1.979], [-0.276, 0.096, 0.294], [-0.942, -0.215, 0.468], [0.667, -1.811, 1.676], [0.322, 0.092, 0.477], [0.281, 0.501, -0.384], [-1.326, 1.381, 1.123], [0.052, 1.224, -0.206]],
  "lowdin_charge": [0.101, -0.049, 0.080, -0.031, 0.028, -0.054, -0.090, 0.111, 0.116, 0.131, 0.098, 0.117, 0.066, 0.110, 0.069, 0.078, 0.120]
}

No. 4
{
  "formula": "H26O13",
  "method": "ωB97M-V/def2-TZVPD",
  "e_tot_ha": -993.7059,
  "homo_ev": -10.40,
  "symbols": ["O", "H", "H", "O", "H", "H", "O", "H", "H", "O", "H", "H", "O", "H", "H", "O", "H", "H", "O", "H", "H", "O", "H", "H", "O", "H", "H", "O", "H", "H", "O", "H", "H", "O", "H", "H", "O", "H", "H"],
  "coordinates": [[0.3735, -0.1904, 0.0317], [-0.0587, -0.8982, 0.5337], [-0.1630, 0.1199, -0.7159], [2.0292, 1.0322, 1.9669], [1.3346, 0.8845, 1.3582], [1.8941, 0.3001, 2.5540], [-0.9261, -0.5929, 3.8749], [-1.4457, -1.3325, 4.1691], [-1.3801, -0.2223, 3.1063], [-0.4711, 1.5255, -3.6176], [-1.0403, 2.2781, -3.6953], [0.2155, 1.7188, -2.9623], [-1.7808, 2.2368, -0.6784], [-1.9503, 1.4104, -1.2097], [-2.6967, 2.4553, -0.4673], [3.5067, -0.1127, -0.6576], [3.0442, -0.8466, -0.2293], [3.3214, 0.6109, -0.0470], [1.0835, 2.7504, -1.6861], [1.3720, 3.6060, -1.8483], [0.5775, 2.9059, -0.8401], [-2.9225, -0.9781, 1.0712], [-3.5363, -1.5090, 1.5849], [-2.4594, -1.5904, 0.5581], [2.4362, -2.4289, 0.5629], [3.2713, -2.4568, 1.0461], [2.5756, -2.9011, -0.2483], [1.5359, -1.0304, -2.3232], [1.8806, -0.6696, -1.5329], [0.6650, -1.3867, -2.0843], [-1.5746, -0.2159, -1.9332], [-1.1611, 0.2110, -2.7046], [-2.4014, -0.5506, -2.2739], [-1.8583, 1.2554, 1.8304], [-2.3043, 0.4733, 1.5934], [-1.8965, 1.5880, 0.9532], [-0.0585, -2.4601, 1.4560], [0.1187, -2.4488, 2.3834], [0.8503, -2.5405, 1.1209]],
  "atomic_forces_ev_per_a": [[0.470, 0.664, -0.150], [-0.340, 0.137, -0.133], [-0.036, -0.545, 0.812], [1.451, 0.588, 0.671], [-1.492, -0.118, -1.526], [0.061, -0.451, 0.820], [0.488, 0.092, -0.095], [-0.408, -0.360, 0.178], [0.185, 0.253, 0.065], [0.163, -1.314, -0.431], [-0.225, 0.756, 0.176], [0.160, 0.604, 0.058], [-1.007, -0.740, -0.922], [0.779, 0.531, 0.412], [0.020, 0.640, 0.111], [0.082, 0.038, 0.238], [0.148, 0.136, 0.123], [0.019, 0.163, 0.051], [-1.611, -1.790, 2.225], [1.193, 2.482, -0.954], [0.456, -0.757, -1.150], [-1.660, 0.742, 0.969], [-0.146, 0.049, 0.109], [1.489, -1.513, -1.294], [0.366, 0.194, 0.655], [-0.053, -0.102, -0.005], [0.167, -0.458, -0.815], [-1.232, -1.318, -1.837], [0.614, 0.994, 1.248], [0.452, 0.229, -0.087], [-0.359, -0.262, 0.119], [0.349, 0.436, -0.537], [-0.398, -0.323, -0.029], [0.450, 1.021, 1.681], [-1.048, -2.083, 0.306], [0.971, 1.482, -1.257], [-0.161, -0.289, -0.739], [-0.368, 0.293, 1.292], [0.013, -0.097, -0.355]],
  "lowdin_charge": [-0.068, 0.010, 0.013, -0.029, -0.033, 0.025, -0.043, 0.024, -0.008, -0.040, 0.049, 0.014, -0.065, 0.031, 0.066, -0.060, -0.024, 0.035, -0.022, 0.017, 0.083, 0.003, 0.081, 0.020, -0.018, 0.098, 0.078, -0.048, -0.059, 0.025, -0.064, 0.018, 0.074, -0.044, -0.064, -0.044, -0.053, 0.029, -0.005]
}

No. 5
{
  "formula": "C15H21ClF5O2P2Sm",
  "method": "ωB97M-V/def2-TZVPD",
  "spin_multiplicity": 6,
  "s2": 8.782,
  "charge": 2,
  "e_tot_ha": -3034.1976,
  "homo_ev": [-14.96, -14.96],
  "symbols": ["C", "C", "H", "H", "H", "O", "Cl", "Sm", "P", "C", "C", "H", "H", "H", "H", "H", "H", "C", "H", "H", "H", "P", "C", "C", "H", "H", "H", "C", "H", "H", "H", "H", "H", "H", "C", "O", "F", "C", "C", "C", "F", "C", "F", "C", "F", "C", "F"],
  "coordinates": [[-0.2230, -3.4210, -5.6000], [-0.3035, -2.9047, -4.2012], [-1.0911, -3.0625, -6.1561], [-0.2201, -4.5153, -5.5975], [0.6909, -3.0585, -6.0786], [-1.1817, -2.2305, -3.7063], [1.0993, -3.3836, -3.1879], [0.7201, -0.1264, 0.5714], [-1.4195, -1.9577, 0.7095], [-3.0653, -1.7596, 1.4529], [-1.6419, -3.3697, -0.4213], [-2.0893, -4.2259, 0.1045], [-1.0205, -3.6573, 2.3653], [-0.6573, -3.6484, -0.8190], [0.5291, -3.1060, 1.6561], [-3.7689, -1.4255, 0.6805], [-2.2766, -3.0537, -1.2586], [-0.4457, -2.7794, 2.0542], [-3.4225, -2.7027, 1.8802], [-0.2995, -2.1206, 2.9234], [-3.0372, -1.0008, 2.2439], [1.2261, 1.7860, -1.4539], [0.6532, 3.5050, -1.6017], [2.9098, 1.9678, -0.7060], [2.1656, 0.3927, -3.1821], [2.4080, 2.1285, -3.5688], [0.7952, 1.3645, -3.7973], [1.6990, 1.3866, -3.1736], [3.4313, 0.9967, -0.7338], [3.4517, 2.6881, -1.3271], [1.4122, 4.1307, -2.0847], [0.4346, 3.9167, -0.6096], [2.8630, 2.3467, 0.3254], [-0.2670, 3.5270, -2.1992], [-1.2290, 1.1428, 0.3483], [-2.2042, 1.7650, 0.2186], [1.2661, 3.3650, 1.5446], [0.8184, 2.6590, 2.6458], [0.1973, 1.4332, 2.4831], [-0.3976, 0.9447, 3.6346], [-1.2325, -0.1582, 3.5709], [-0.2469, 1.5276, 4.9022], [-0.8007, 0.9503, 5.9818], [0.4809, 2.7076, 5.0499], [0.6164, 3.3072, 6.2560], [0.9991, 3.2854, 3.8899], [1.6742, 4.4432, 3.9714]],
  "atomic_forces_ev_per_a": [[-0.199, 0.119, -0.083], [-1.888, 1.229, 0.615], [0.092, -0.038, 0.120], [0.140, 0.152, 0.045], [-0.034, -0.164, 0.114], [1.833, -1.246, -0.779], [0.116, 0.062, 0.125], [0.332, 0.286, 1.041], [-0.513, -1.327, 0.657], [-0.157, 0.705, 0.031], [0.252, 0.287, -0.440], [0.109, 0.358, -0.074], [0.275, 0.026, 0.054], [-0.300, -0.081, -0.028], [-0.181, -0.144, 0.188], [0.108, -0.095, 0.151], [0.154, -0.196, 0.138], [0.115, 0.484, -0.159], [0.206, 0.070, -0.162], [-0.061, -0.262, -0.200], [-0.046, -0.183, -0.168], [0.996, 0.991, -0.801], [-0.548, 0.074, 0.390], [-0.377, -0.266, 0.259], [-0.083, 0.215, -0.207], [-0.248, -0.161, 0.224], [0.294, -0.033, 0.080], [-0.302, -0.511, 0.017], [0.111, 0.286, -0.043], [0.123, -0.177, 0.181], [-0.059, -0.258, 0.040], [0.028, -0.041, -0.251], [0.097, -0.061, -0.304], [0.201, 0.023, 0.107], [-5.038, 2.998, -0.690], [3.972, -2.452, 0.591], [-0.151, -0.813, 0.751], [0.447, 0.975, 0.396], [0.053, -0.427, -0.769], [-0.365, -0.193, 0.980], [0.905, 0.656, -0.128], [-0.448, -0.652, 0.432], [0.321, 0.429, -0.830], [-0.052, 0.433, 0.561], [-0.141, -0.906, -1.732], [0.455, 0.620, -0.325], [-0.543, -0.792, -0.114]],
  "lowdin_charge": [-0.058, -0.799, 0.100, 0.102, 0.097, 0.014, 0.615, 1.419, 0.729, -0.230, -0.248, 0.077, 0.076, 0.018, 0.048, 0.068, 0.055, -0.271, 0.076, 0.037, 0.045, 0.722, -0.233, -0.271, 0.048, 0.074, 0.063, -0.244, 0.049, 0.075, 0.076, 0.044, 0.037, 0.068, -0.218, 0.163, 0.021, -0.215, -0.165, -0.215, 0.018, -0.115, 0.140, -0.078, 0.155, -0.114, 0.141]
}